# 1
Here is a structure of composition C53H45BrF9GaN3O2P from the Open Molecules 2025 dataset. Energies are from wB97M-V/def2-TZVPD.

```
! RIJCOSX wB97M-V def2-TZVPD def2/J DEFGRID3
* xyz 2 1
Br -5.238 2.616 0.815
Ga -0.804 1.020 -0.991
P -0.693 -1.573 -1.021
F 5.459 -2.850 1.355
F 0.712 -5.223 -6.430
F -5.614 -5.199 1.882
F -6.774 -3.826 0.669
F 4.433 -2.270 3.175
F -5.983 -3.182 2.581
F 4.356 -4.324 2.492
F -1.451 -5.304 -6.490
F -0.404 -3.647 -7.417
O -2.597 1.698 -0.476
O -2.323 0.856 -2.444
N 1.265 0.899 -0.918
N -0.462 0.900 1.047
N -0.380 2.969 -1.554
C -3.224 -3.937 1.224
C 0.333 7.595 -0.575
C 3.172 0.818 0.487
C -5.551 1.521 -0.696
C -0.517 -3.810 -2.661
C 1.428 1.937 5.551
C -0.612 -1.687 -3.813
C -6.375 0.132 -2.970
C 6.129 -0.392 -1.238
C 4.036 0.802 -0.608
C 0.829 0.869 1.427
C 1.960 -2.440 -0.796
C -4.536 -2.431 -0.130
C -1.417 0.847 1.978
C 0.792 -2.109 -0.113
C -0.554 5.514 -1.376
C 3.102 -2.728 1.294
C -7.282 0.429 -1.965
C -0.402 -4.476 -6.366
C -1.655 6.180 -1.932
C 3.439 0.818 -1.873
C -4.454 -3.432 0.828
C 0.446 6.226 -0.696
C -3.371 -1.910 -0.660
C 1.177 0.807 2.760
C 2.071 0.875 -1.985
C 5.992 0.709 0.994
C 6.075 2.115 -1.067
C -1.748 7.551 -1.800
C -0.451 -4.464 -3.875
C 4.348 -3.055 2.081
C -0.466 -3.728 -5.056
C 0.794 -2.088 1.282
C -0.622 0.646 6.146
C -2.128 -2.373 -0.232
C 0.197 0.759 3.756
C 5.542 0.801 -0.465
C -4.596 1.164 -1.681
C -0.461 4.114 -1.475
C -0.762 8.257 -1.120
C -5.053 0.494 -2.823
C -3.128 1.283 -1.556
C 3.114 -2.754 -0.094
C -0.592 -2.416 -2.630
C 1.800 0.866 0.310
C -0.548 -2.347 -5.033
C 1.943 -2.405 1.984
C -2.056 -3.408 0.696
C 0.593 0.689 5.217
C -6.874 1.130 -0.844
C 1.433 -0.581 5.435
C -1.130 0.772 3.326
C -5.718 -3.927 1.488
H -3.425 -1.157 -1.434
H 2.358 -0.565 4.856
H 7.159 2.144 -0.960
H 0.863 -1.471 5.159
H 5.863 -0.367 -2.295
H 3.579 0.802 1.486
H -1.953 0.735 4.022
H -5.501 -2.069 -0.458
H 1.293 5.700 -0.277
H 5.660 1.571 1.576
H 5.636 -0.207 1.471
H -0.513 -4.381 -1.741
H 2.357 1.971 4.980
H -8.316 0.125 -2.053
H 5.785 -1.335 -0.812
H -0.700 -0.608 -3.781
H 4.019 -3.020 -0.624
H 4.036 0.794 -2.774
H 5.657 2.979 -0.547
H 1.099 8.156 -0.058
H -7.583 1.391 -0.071
H -1.243 1.536 6.033
H 7.080 0.693 1.029
H -3.183 -4.745 1.941
H 1.942 -2.400 3.067
H -0.282 0.612 7.179
H -0.107 -1.824 1.825
H -2.439 0.873 1.630
H 1.975 -2.461 -1.879
H -2.590 8.076 -2.229
H 0.859 2.845 5.342
H -1.103 -3.813 1.009
H 7.215 -0.366 -1.166
H 1.583 0.918 -2.952
H -0.567 -1.793 -5.962
H -0.846 9.330 -1.016
H -6.701 -0.385 -3.862
H 1.698 -0.665 6.488
H 2.221 0.786 3.037
H 5.837 2.199 -2.128
H -0.390 -5.544 -3.917
H 1.684 1.932 6.610
H -1.234 -0.240 5.970
H -2.415 5.620 -2.459
H -4.331 0.240 -3.588
*
```

Properties
* relative energy (zero: lowest compared OMol25 entry of this formula, charge and spin): 8.96 kcal/mol
* strongest force on any atom: 0.0157 hartree/bohr
* orbital gap: 7.82 eV
* total energy: -8100.10630 Ha

# 2
Here is a structure of composition C53H46BrN9O3S2Sr from the Open Molecules 2025 dataset. Energies are from wB97M-V/def2-TZVPD.

```
! RIJCOSX wB97M-V def2-TZVPD def2/J DEFGRID3
* xyz 0 1
Sr 0.877 -1.403 1.175
Br -4.976 -5.943 0.747
S 3.175 1.118 5.080
S 1.254 -4.474 1.199
O -1.557 -1.021 0.166
O -1.315 -2.476 2.238
O -1.771 4.285 -3.996
N 1.191 -2.649 -1.485
N -2.958 -0.803 -2.622
N -5.072 -1.243 -2.067
N 0.188 0.368 3.090
N -2.049 4.658 -1.778
N 3.084 -1.274 -0.194
N 1.899 0.907 0.679
N -0.493 0.548 -1.824
N 2.389 -2.774 2.908
C 3.280 -2.428 3.848
C -3.816 -1.485 -1.803
C -1.579 4.507 -0.406
C -2.396 -2.102 0.201
C 4.779 0.724 3.161
C -4.468 1.557 -5.045
C 3.320 0.858 1.004
C -3.409 0.922 -4.428
C 0.209 -3.344 -2.049
C 1.455 1.670 -2.630
C -0.743 2.843 3.924
C 3.432 -4.923 2.805
C 2.724 -4.311 -2.238
C -3.945 -4.370 0.535
C -2.230 -2.923 1.331
C -3.733 -0.020 -3.455
C 3.930 -0.411 0.357
C 3.409 3.245 0.373
C -5.053 -0.321 -3.100
C 0.401 -4.536 -2.726
C 1.343 2.113 0.642
C -0.628 2.827 -2.539
C 2.438 -3.128 -1.568
C 2.512 1.044 3.480
C -1.185 1.675 -2.019
C -1.524 3.994 -2.835
C 4.062 2.070 0.457
C 0.722 2.816 -2.866
C -1.635 1.852 3.551
C 5.762 -1.727 -0.440
C -2.980 -4.070 1.489
C -3.404 -2.389 -0.712
C 4.339 -4.547 3.764
C 1.052 1.329 3.444
C 1.692 -5.025 -2.819
C -4.179 -3.543 -0.535
C -4.427 5.022 -2.374
C 5.305 -0.623 0.253
C -6.110 0.324 -3.744
C 4.266 -3.266 4.316
C 3.492 0.826 2.541
C 3.510 -2.318 -0.907
C -2.579 3.833 0.523
C 0.811 0.557 -2.111
C -1.139 -3.240 3.435
C 2.002 3.322 0.608
C 4.759 0.858 4.509
C -3.079 5.656 -2.059
C -1.120 0.635 3.136
C 0.613 2.580 3.868
C 4.862 -2.586 -1.051
C 2.433 -4.020 2.383
C -5.800 1.258 -4.712
H 3.949 4.126 0.044
H -1.390 -0.580 -0.706
H -2.705 2.010 3.577
H 0.250 2.106 0.570
H -4.342 4.371 -3.244
H -1.773 -0.170 2.825
H -2.824 -4.726 2.331
H 1.464 4.257 0.540
H -2.083 -3.303 3.981
H -0.402 -2.698 4.023
H -0.441 -5.063 -3.152
H 2.519 1.635 -2.815
H -0.748 -4.229 3.194
H -4.969 -3.749 -1.242
H 5.218 -3.424 -1.631
H -4.790 4.430 -1.533
H -2.811 2.821 0.188
H -0.641 3.952 -0.416
H 3.183 -1.423 4.237
H 5.104 1.985 0.177
H 4.953 -2.928 5.079
H -3.147 6.305 -1.185
H 1.347 -0.356 -1.903
H -5.167 5.793 -2.594
H -2.155 3.766 1.526
H 6.012 0.076 0.673
H -2.240 1.644 -1.770
H 6.826 -1.907 -0.530
H -1.949 -0.805 -2.601
H 5.697 0.573 2.615
H 3.733 -4.693 -2.280
H -0.793 -2.941 -1.937
H 3.454 -5.909 2.361
H 1.340 3.338 4.125
H -6.597 1.780 -5.224
H 1.894 -5.959 -3.327
H 5.102 -5.244 4.091
H -4.264 2.307 -5.798
H -1.342 5.505 -0.026
H 5.594 0.808 5.190
H -2.385 1.166 -4.683
H -3.512 4.394 0.583
H -1.097 3.813 4.248
H -7.134 0.099 -3.476
H -2.748 6.262 -2.903
H 1.187 3.700 -3.283
*
```

Properties
* relative energy (zero: lowest compared OMol25 entry of this formula, charge and spin): 0.92 kcal/mol
* strongest force on any atom: 0.0058 hartree/bohr
* orbital gap: 6.30 eV
* total energy: -6167.07879 Ha

# 3
Here is a structure of composition C53H48CaF9N4PS4Si at a distorted geometry from the Open Molecules 2025 dataset. Energies are from wB97M-V/def2-TZVPD.

```
! RIJCOSX wB97M-V def2-TZVPD def2/J DEFGRID3
* xyz 0 1
Ca 0.127 -0.582 0.266
S 1.901 -1.939 2.972
S 3.787 0.657 1.963
S 2.323 -0.030 -1.267
S 3.075 0.288 5.322
P -1.261 2.228 -0.490
Si 3.730 -2.055 -3.711
F -2.545 -0.253 -6.596
F 0.984 7.975 -3.102
F -5.692 5.034 3.735
F -4.119 -1.252 -5.499
F -5.947 2.958 4.248
F -7.096 3.815 2.633
F -4.438 0.732 -6.282
F 2.355 7.823 -1.438
F 0.395 8.687 -1.155
N -0.904 -1.585 -1.619
N -1.645 -1.797 1.005
N 1.580 -2.318 -0.134
N -0.433 0.262 2.341
C 1.067 7.711 -1.787
C 3.629 -2.179 2.520
C 1.858 -2.242 4.742
C 1.294 5.371 -0.912
C 2.726 -4.006 -1.954
C -3.538 0.143 -3.200
C -1.672 -2.668 -1.252
C 2.821 -2.636 -2.169
C -2.457 3.139 1.822
C 2.997 -0.602 -4.588
C -5.084 3.036 0.966
C -1.245 -0.585 3.058
C 0.737 4.125 -0.633
C -0.480 -1.500 -2.862
C -2.182 -1.300 5.207
C 2.835 -1.477 5.642
C -3.474 3.505 2.683
C -2.732 2.703 0.522
C -2.393 -2.687 3.222
C -2.886 -4.731 -1.817
C -2.018 1.651 -2.064
C -3.030 0.688 -2.032
C -3.060 -3.752 0.395
C -0.844 6.117 -1.743
C -1.980 1.461 -4.471
C 1.492 -3.650 0.026
C -1.819 -1.753 2.373
C -2.585 -2.447 4.605
C -5.889 3.812 3.213
C 4.901 1.067 3.314
C -0.846 0.770 5.017
C -0.754 -2.468 -3.842
C -1.391 4.881 -1.464
C 4.751 0.314 4.636
C -1.456 -0.361 4.430
C 0.501 6.355 -1.464
C -1.496 2.027 -3.300
C -3.002 0.526 -4.419
C -0.600 3.875 -0.903
C -1.518 -3.539 -3.496
C 4.225 -1.065 1.640
C 5.481 -1.692 -3.244
C 0.165 1.264 2.938
C 3.690 -3.486 -4.905
C -3.529 -0.065 -5.698
C -4.794 3.441 2.253
C -4.056 2.671 0.102
C -0.025 1.576 4.290
C -3.414 -4.731 -0.568
C -2.140 -2.753 0.135
C 2.065 -4.540 -0.847
C 2.240 -1.790 -1.198
C -2.020 -3.665 -2.181
H -1.769 -4.302 -4.225
H 2.337 5.564 -0.704
H -0.695 2.755 -3.357
H -0.366 -2.344 -4.845
H 5.411 0.773 5.372
H 1.358 3.339 -0.216
H -3.558 -3.792 1.345
H 4.747 2.137 3.471
H -2.695 -3.644 2.843
H 3.819 -1.945 5.616
H -2.360 -1.111 6.259
H 5.080 -0.716 4.516
H 1.983 -5.607 -0.688
H 6.089 -1.466 -4.127
H 3.486 -0.513 -5.565
H 5.924 -2.552 -2.732
H -3.242 3.835 3.689
H -4.313 -0.611 -3.155
H 0.823 -2.007 5.008
H 2.485 -1.576 6.672
H 0.117 -0.625 -3.102
H 5.314 -1.141 1.681
H -3.412 0.327 -1.083
H 0.493 2.416 4.733
H 1.997 -3.310 4.935
H -6.110 3.006 0.627
H 4.054 -3.154 -5.884
H -1.431 3.204 2.167
H -2.439 4.695 -1.675
H 3.933 -1.219 0.602
H 3.716 -3.122 1.978
H -1.454 6.900 -2.176
H 3.135 0.323 -4.024
H 0.841 1.861 2.330
H -4.308 2.373 -0.906
H -3.139 -5.492 -2.544
H -1.009 0.958 6.073
H 0.941 -3.983 0.900
H 5.930 0.946 2.968
H 5.524 -0.831 -2.569
H -1.556 1.748 -5.425
H 4.324 -4.320 -4.586
H 2.670 -3.868 -5.037
H -3.080 -3.213 5.191
H 4.201 -2.283 3.440
H 1.922 -0.731 -4.757
H -4.121 -5.502 -0.281
H 3.160 -4.691 -2.675
*
```

Properties
* relative energy (zero: lowest compared OMol25 entry of this formula, charge and spin): 5.41 kcal/mol
* strongest force on any atom: 0.0211 hartree/bohr
* orbital gap: 6.83 eV
* total energy: -6067.76982 Ha

# 4
Here is a structure of composition C53H48ClP2PdSeSi from the Open Molecules 2025 dataset. Energies are from wB97M-V/def2-TZVPD.

```
! RIJCOSX wB97M-V def2-TZVPD def2/J DEFGRID3
* xyz -1 1
Pd -0.033 0.396 -0.217
Se 2.517 1.086 -0.124
Cl 1.591 -1.519 -4.787
P -0.710 -1.810 0.070
P -1.511 2.103 0.172
Si 0.437 0.445 2.004
C -5.212 0.521 -0.572
C 4.873 2.613 1.197
C -2.428 -2.344 0.425
C -2.012 4.780 -0.732
C -3.155 1.791 -0.577
C 0.130 4.290 0.245
C 0.314 -0.343 -5.072
C 0.496 -1.390 2.521
C 5.087 1.127 1.106
C -1.404 1.217 4.135
C -3.107 -3.373 -0.214
C 5.594 -1.589 0.989
C 6.578 -0.753 1.496
C -0.342 6.502 -0.564
C -2.445 1.949 4.675
C -1.110 1.272 2.765
C 0.638 -4.107 3.223
C -1.897 2.093 1.964
C -1.170 0.671 -6.675
C -1.527 1.595 -5.690
C 6.299 0.603 1.545
C 4.105 0.271 0.581
C 3.385 -2.088 0.000
C -1.149 3.873 -0.124
C -4.331 -2.020 1.879
C 4.373 -1.106 0.536
C -4.086 0.994 0.085
C 0.420 0.420 -2.694
C 0.074 -3.730 2.018
C -0.422 -3.859 -3.429
C 1.392 -4.640 -2.070
C -2.926 2.863 2.510
C -3.388 2.109 -1.913
C 1.135 -3.135 4.085
C 0.034 -2.386 1.652
C 0.526 5.600 0.037
C -3.205 2.787 3.861
C -5.430 0.846 -1.901
C 7.898 -1.302 1.967
C 0.678 -4.688 -3.256
C -5.009 -3.044 1.226
C -3.054 -1.673 1.475
C -0.136 -2.996 -1.190
C 0.986 -3.798 -1.041
C -0.813 -3.008 -2.413
C -0.219 -0.286 -6.343
C -0.075 0.519 -4.012
C -4.395 -3.718 0.185
C -0.995 1.521 -4.424
C -1.608 6.091 -0.950
C -4.518 1.649 -2.570
C 1.786 1.296 2.998
C 1.054 -1.797 3.739
H 1.522 5.909 0.325
H -3.926 0.729 1.118
H 5.780 -2.659 0.936
H 2.278 -5.249 -1.941
H 3.992 2.844 1.798
H -0.807 0.587 4.786
H -2.634 -3.920 -1.019
H -6.010 -3.317 1.538
H 1.584 -3.425 5.027
H -0.322 -4.485 1.348
H -0.952 -3.847 -4.372
H 3.150 -2.838 0.760
H -2.523 -0.882 1.995
H 1.197 -0.283 -2.447
H 4.684 3.045 0.213
H -4.796 -1.491 2.702
H -2.662 1.882 5.735
H -3.007 4.473 -1.023
H -3.513 3.513 1.871
H 0.298 1.357 -2.142
H -5.904 -0.122 -0.043
H -0.024 7.522 -0.745
H 5.746 3.094 1.639
H 2.469 -1.588 -0.301
H 7.048 1.284 1.938
H -2.669 2.697 -2.461
H -1.637 -2.323 -2.580
H 1.431 -1.055 4.432
H -1.590 0.713 -7.670
H -1.265 2.266 -3.689
H 2.764 0.872 2.775
H 0.132 -0.993 -7.084
H -4.009 3.376 4.285
H 0.996 -5.343 -4.057
H 1.579 1.204 4.070
H -6.302 0.466 -2.419
H 0.697 -5.155 3.491
H 8.423 -1.821 1.162
H 1.816 2.358 2.752
H -4.912 -4.523 -0.322
H 1.549 -3.775 -0.125
H 0.832 3.572 0.659
H 3.786 -2.609 -0.873
H -2.228 2.389 -5.923
H -4.664 1.897 -3.613
H 8.548 -0.505 2.328
H -2.287 6.788 -1.427
H 7.765 -2.019 2.781
*
```

Properties
* relative energy (zero: lowest compared OMol25 entry of this formula, charge and spin): 32.86 kcal/mol
* strongest force on any atom: 0.0147 hartree/bohr
* orbital gap: 5.31 eV
* total energy: -6010.27330 Ha